a:
A gas-phase ion, C3H8N (charge +1), computed with ωB97M-V/def2-TZVPD.

Structure (XYZ):
```
12
Properties=species:S:1:pos:R:3
C -0.2060 -1.1124 -0.6880
H 0.3494 -1.7696 -0.0497
H 0.9298 1.4794 -0.9240
H 0.2400 -0.8260 -1.5921
H 1.7892 0.0823 -0.1700
H -1.2429 -1.3823 -0.8593
H 1.3506 1.4732 0.8668
H -2.1991 -0.0054 0.4259
C 1.0577 0.7931 0.0390
N -0.2275 0.1173 0.0768
C -1.3381 0.5788 0.5853
H -1.2025 1.4114 1.2826
```

multiplicity	1
SMILES string	C=[N+](C)C
HOMO energy (alpha / beta)	-17.1 / -17.1	eV
LUMO (alpha / beta)	-0.287 / -0.195	Ha
Kohn-Sham gap (alpha / beta)	9.30 / 11.82	eV
charge	+1

Mulliken atomic charge list, values in e, 2 entries: number 1, C, carries -0.830; number 2, H, carries 0.353



b:
A gas-phase ion, C3H8N (charge +1), computed with ωB97M-V/def2-TZVPD.

Structure (XYZ):
```
12
Properties=species:S:1:pos:R:3
H -0.6877 1.0272 0.7342
C -1.3621 -0.6609 -0.5041
H -1.2682 -0.2056 -1.4938
H -1.2448 -1.7284 -0.6862
H -0.6461 -0.4654 1.5146
H 1.3213 -0.9379 -0.2484
H -2.3928 -0.5034 -0.1842
N 0.9388 -0.0772 0.1419
H 1.4230 1.8259 0.5724
C 1.7354 0.9141 0.0730
C -0.4997 -0.0272 0.5220
H 2.6828 0.8387 -0.4416
```

multiplicity	1
SMILES string	C=[NH+]CC
HOMO energy	-16.9	eV
LUMO	-0.197	Ha
Kohn-Sham gap	11.56	eV
charge	+1

Mulliken atomic charge list, values in e, 2 entries: number 1, H, carries 0.291; number 2, C, carries -1.139



b ends up most stable, edging out the next structure by 0.537 eV.



a:
2 unconnected molecules or ions with the total composition C3H8N, computed with ωB97M-V/def2-TZVPD.

Structure (XYZ):
```
12
Properties=species:S:1:pos:R:3
N -3.9852 0.2451 -0.3873
H 1.6558 -0.0020 -1.6832
C 2.4568 -0.0343 0.3785
H 1.9505 -1.2246 1.9715
H 2.9653 1.2144 -1.2569
C 2.3171 0.4079 -0.9282
H -4.8064 -0.0678 -0.8815
H 0.6235 -1.1466 0.5875
H -3.9024 -0.2366 0.4908
H 3.2061 0.5127 0.9396
H -4.0671 1.2223 -0.2385
C 1.5861 -0.8905 1.0076
```

multiplicity	1
HOMO energy	-12.4	eV
LUMO	-0.295	Ha
Kohn-Sham gap	4.34	eV
charge	+1

Mulliken atomic charge list, values in e, 2 entries: number 1, N, carries -0.658; number 2, H, carries 0.312



b:
A gas-phase ion, C3H8N (charge +1), computed with ωB97M-V/def2-TZVPD.

Structure (XYZ):
```
12
Properties=species:S:1:pos:R:3
H -0.5419 1.5036 -1.4529
C -0.4181 -0.2940 0.1050
C 0.6694 -1.0343 0.6669
N -0.8848 0.9282 1.2530
H -0.0252 1.5474 1.2209
H -0.4859 0.2269 1.9687
H -0.2698 -0.1048 -2.1919
H 0.9807 0.6604 -1.1944
H 0.6546 -2.1479 0.7315
C -0.0317 0.4878 -1.2710
H -1.3507 -0.9185 -0.1278
H 1.7032 -0.8548 0.2919
```

multiplicity	1
HOMO energy	-17.0	eV
LUMO	-0.323	Ha
Kohn-Sham gap	8.20	eV
charge	+1

Mulliken atomic charge list, values in e, 2 entries: number 1, H, carries 0.327; number 2, C, carries 0.279



a ends up most stable, edging out the next structure by 2.350 eV.



a:
C3H2O in the gas phase, computed with ωB97M-V/def2-TZVPD.

Structure (XYZ):
```
6
Properties=species:S:1:pos:R:3
H -0.4193 1.8994 -1.6381
C -0.1244 0.3358 -0.0703
O 1.2373 -1.2658 0.7558
C -0.1641 1.1430 -1.0288
C 0.1398 -0.7451 0.6788
H -0.6694 -1.3674 1.3027
```

multiplicity	1
SMILES string	C#CC=O
HOMO energy	-10.4	eV
LUMO	-0.016	Ha
Kohn-Sham gap	9.96	eV

Mulliken atomic charge list, values in e, 2 entries: number 1, H, carries 0.440; number 2, C, carries -0.034



b:
C3H2O in the gas phase, computed with ωB97M-V/def2-TZVPD.

Structure (XYZ):
```
6
Properties=species:S:1:pos:R:3
H -1.3428 1.4216 -0.2015
C 0.7796 -0.8601 0.2783
O 1.6530 -1.5798 0.5019
C -0.1152 0.0331 -0.0905
H -0.1407 -0.0418 -1.1058
C -0.8339 1.0270 0.6176
```

multiplicity	1
HOMO energy	-8.9	eV
LUMO	-0.017	Ha
Kohn-Sham gap	8.43	eV

Mulliken atomic charge list, values in e, 2 entries: number 1, H, carries 0.133; number 2, C, carries 0.865



c:
C3H2O in the gas phase, computed with ωB97M-V/def2-TZVPD.

Structure (XYZ):
```
6
Properties=species:S:1:pos:R:3
C 0.0607 -0.0652 -0.3565
O 1.0728 1.3354 1.3136
H -0.5216 0.0561 1.5410
C -0.4326 -0.7599 -1.2141
C 0.2640 0.5253 0.9336
H -0.4434 -1.0917 -2.2175
```

multiplicity	1
SMILES string	C#CC=O
HOMO energy	-10.6	eV
LUMO	-0.004	Ha
Kohn-Sham gap	10.53	eV

Mulliken atomic charge list, values in e, 2 entries: number 1, C, carries -0.090; number 2, O, carries -0.443



c ends up most stable, edging out the next structure by 0.434 eV.



a:
2 unconnected molecules or ions with the total composition C3H9S2, computed with ωB97M-V/def2-TZVPD.

Structure (XYZ):
```
14
Properties=species:S:1:pos:R:3
H -1.2588 0.9786 -2.6629
H -0.5032 -0.1990 4.2743
H -0.2183 -0.5258 -1.1220
C -0.6148 -0.9241 3.4735
H 1.1941 -0.6814 -2.0523
S 0.7869 -0.6315 2.3438
S 1.0650 1.2725 -0.3872
H -1.5079 -0.7174 2.8821
H -0.6779 -1.9417 3.8401
H 1.2614 0.1760 0.5723
C -0.1877 0.8648 -2.8154
C 0.4905 0.0734 -1.6943
H 0.2330 1.8670 -2.8570
H -0.0625 0.3886 -3.7952
```

multiplicity	1
HOMO energy	-2.5	eV
LUMO	0.135	Ha
Kohn-Sham gap	6.15	eV
charge	-1

Mulliken atomic charge list, values in e, 2 entries: number 1, H, carries 0.257; number 2, H, carries 0.172



b:
2 unconnected molecules or ions with the total composition C3H9S2, computed with ωB97M-V/def2-TZVPD.

Structure (XYZ):
```
14
Properties=species:S:1:pos:R:3
H 1.7802 -3.0852 1.9626
H 1.7216 -2.1976 3.5196
S -0.4029 -2.0708 2.2581
C -1.1264 1.6509 -0.0964
H -1.9138 2.1683 0.4473
H -1.1535 0.5737 0.0616
H -0.1340 1.9684 0.2037
H -0.8373 0.1434 -3.2992
C -0.3482 0.8499 -2.6160
H 0.4535 1.3101 -3.1921
H 0.1070 0.1749 -1.8932
C 1.4257 -2.1973 2.4656
H 1.8892 -1.3095 2.0233
S -1.4611 2.0207 -1.8449
```

multiplicity	1
HOMO energy	-2.2	eV
LUMO	0.111	Ha
Kohn-Sham gap	5.20	eV
charge	-1

Mulliken atomic charge list, values in e, 2 entries: number 1, H, carries 0.170; number 2, H, carries 0.190



c:
2 unconnected molecules or ions with the total composition C3H9S2, computed with ωB97M-V/def2-TZVPD.

Structure (XYZ):
```
14
Properties=species:S:1:pos:R:3
S -2.2616 0.1265 -0.2013
H -0.8564 1.1657 1.5323
H -0.7061 -0.5689 1.4818
H 2.2589 -0.2915 -1.7103
C -0.8401 -0.3156 -1.2525
H 0.0192 0.2295 -0.8682
H -2.1658 0.1887 2.1737
H -1.0945 0.0229 -2.2571
H -0.6464 -1.3825 -1.2237
C -1.4169 0.2482 1.3828
S 2.0194 -0.2563 0.7184
H 2.3916 1.3487 -1.0887
H 3.7607 0.3152 -0.9350
C 2.6682 0.3053 -0.8948
```

multiplicity	1
HOMO energy	-2.4	eV
LUMO	0.123	Ha
Kohn-Sham gap	5.72	eV
charge	-1

Mulliken atomic charge list, values in e, 2 entries: number 1, S, carries -0.177; number 2, H, carries 0.269



c ends up most stable, edging out the next structure by 0.219 eV.



a:
2 unconnected molecules or ions with the total composition C3H6N, computed with ωB97M-V/def2-TZVPD.

Structure (XYZ):
```
10
Properties=species:S:1:pos:R:3
C 0.0693 -1.6279 0.8759
H -0.4235 -2.2640 0.1786
C -0.7913 1.3778 -0.2979
C 0.4727 1.6511 -0.2517
H 1.4863 2.1772 -0.2281
H -1.7778 1.5832 -0.5482
H -0.3257 -0.9220 1.5441
H 1.0315 -2.0909 0.9345
N 0.1212 0.2256 -0.5946
H 0.1374 -0.1100 -1.6126
```

multiplicity	1
HOMO energy (alpha / beta)	-14.5 / -14.5	eV
LUMO (alpha / beta)	-0.226 / -0.227	Ha
Kohn-Sham gap (alpha / beta)	8.39 / 8.38	eV
charge	+1

Mulliken atomic charge list, values in e, 2 entries: number 1, C, carries -0.338; number 2, H, carries 0.289



b:
A gas-phase ion, C3H6N (charge +1), computed with ωB97M-V/def2-TZVPD.

Structure (XYZ):
```
10
Properties=species:S:1:pos:R:3
H 2.6789 -0.7350 -1.6725
H -1.6532 1.1022 0.1905
H -0.3068 -1.1495 1.1776
N -0.6812 0.9445 0.5063
C -0.4743 -0.5778 0.2416
H -0.6420 1.1479 1.6088
C 1.8457 -0.6150 -1.1059
H -1.4993 -0.9085 -0.2416
C 0.7508 -0.6617 -0.5935
H -0.0186 1.4529 -0.1115
```

multiplicity	1
SMILES string	C#CC[NH3+]
HOMO energy	-15.1	eV
LUMO	-0.156	Ha
Kohn-Sham gap	10.87	eV
charge	+1

Mulliken atomic charge list, values in e, 2 entries: number 1, H, carries 0.492; number 2, H, carries 0.371



b ends up most stable, edging out the next structure by 3.580 eV.



a:
C3H6S3 in the gas phase, computed with ωB97M-V/def2-TZVPD.

Structure (XYZ):
```
12
Properties=species:S:1:pos:R:3
H 0.1914 1.4111 -0.3594
C 0.1225 0.3732 0.1677
H 2.4734 0.7931 0.7774
S -1.6879 -1.7359 -0.2057
C -1.3442 -0.1751 -0.1640
S -2.5151 1.1000 -0.1070
H -3.7017 0.5972 0.2834
C 1.1434 -0.6731 -0.3268
H 0.2132 0.5997 1.2688
H 1.2032 -1.4914 0.3365
S 2.8533 -0.0516 -0.2792
H 1.0485 -0.7473 -1.3916
```

multiplicity	1
SMILES string	S=C(S)CCS
HOMO energy	-8.8	eV
LUMO	-0.019	Ha
Kohn-Sham gap	8.29	eV

Mulliken atomic charge list, values in e, 2 entries: number 1, H, carries 0.358; number 2, C, carries -0.639



b:
A molecular structure, C3H6S3, computed with ωB97M-V/def2-TZVPD.

Structure (XYZ):
```
12
Properties=species:S:1:pos:R:3
S 0.3025 -1.5777 -1.4516
H -1.2561 1.3332 -1.2980
C -0.5635 -1.0974 0.0417
H -1.6377 -0.9318 -0.2890
H 1.3009 0.7278 -0.5963
C 0.0915 -0.2271 0.9505
S -0.7080 2.2216 -0.0304
C 0.6729 1.0170 0.3576
H 0.4789 0.1751 -1.7877
S 0.3264 -0.6802 2.4448
H 1.5861 1.2509 1.0972
H -0.5938 -2.2112 0.5613
```

multiplicity	1
HOMO energy	-8.9	eV
LUMO	-0.031	Ha
Kohn-Sham gap	8.01	eV

Mulliken atomic charge list, values in e, 2 entries: number 1, S, carries -0.129; number 2, H, carries 0.150



a ends up most stable, edging out the next structure by 2.910 eV.